Record 1
{"formula": "C2H6ClNO2", "method": "ωB97M-V/def2-TZVPD", "species": ["H", "N", "C", "O", "Cl", "H", "C", "O", "H", "H", "H", "H"], "positions_angstrom": [[-1.219, 1.653, 0.935], [-0.443, 1.102, 0.611], [0.304, 1.653, -0.271], [1.138, 0.981, -0.994], [0.341, 3.413, -0.483], [1.333, 0.130, -0.647], [-0.437, -1.608, -0.131], [0.849, -1.231, 0.283], [-0.796, -1.054, -0.967], [-1.180, -1.218, 0.662], [-0.670, -2.765, -0.203], [0.780, -1.057, 1.204]], "forces_ev_per_a": [[0.29, 0.69, 0.36], [0.33, 0.43, -1.27], [-1.79, -0.31, 2.36], [1.12, 2.92, -2.00], [0.07, -0.63, -0.50], [-0.23, -2.15, 1.18], [-3.09, -1.56, 2.49], [0.75, -1.19, -1.26], [0.33, 0.08, -1.15], [1.02, -0.86, -1.07], [1.06, 2.21, -0.16], [0.14, 0.38, 1.02]], "relative_energy_kj_mol": 56.1, "max_force_ev_per_a": 4.26, "homo_lumo_gap_ev": 10.791, "homo_ev": -10.0520, "lumo_energy_ha": 0.0272}

Record 2
{"formula": "C55H87N2O31", "method": "ωB97M-V/def2-TZVPD", "species": ["C", "O", "C", "C", "C", "C", "C", "C", "C", "C", "C", "C", "C", "C", "C", "O", "O", "C", "O", "C", "C", "C", "C", "C", "C", "C", "C", "N", "C", "C", "C", "C", "C", "N", "H", "H", "H", "H", "H", "H", "H", "H", "H", "H", "H", "H", "H", "H", "H", "H", "H", "H", "H", "H", "H", "H", "H", "H", "H", "H", "H", "H", "H", "H", "H", "H", "H", "H", "H", "H", "H", "H", "H", "H", "H", "H", "H", "H", "H", "H", "H", "H", "H", "H", "H", "C", "C", "O", "C", "O", "O", "H", "H", "H", "H", "C", "C", "O", "C", "O", "O", "H", "H", "H", "H", "C", "C", "O", "C", "O", "O", "H", "H", "H", "H", "C", "C", "O", "C", "O", "O", "H", "H", "H", "H", "C", "C", "O", "C", "O", "O", "H", "H", "H", "H", "C", "C", "O", "C", "O", "O", "H", "H", "H", "H", "C", "C", "O", "C", "O", "O", "H", "H", "H", "H", "C", "C", "O", "C", "O", "O", "H", "H", "H", "H", "C", "C", "O", "C", "O", "O", "H", "H", "H", "H"], "positions_angstrom": [[3.777, 6.644, 5.191], [2.492, 6.751, 4.546], [2.616, 7.294, 3.237], [1.189, 7.453, 2.585], [1.409, 7.410, 0.998], [0.581, 8.497, 0.217], [-0.913, 8.640, 0.688], [-1.857, 9.192, -0.466], [-2.389, 8.030, -1.417], [-3.967, 7.913, -1.404], [-4.496, 6.473, -0.986], [-3.782, 6.136, 0.377], [-4.300, 6.853, 1.549], [-3.729, 6.591, 2.866], [-4.308, 7.343, 4.096], [-5.483, 7.257, 4.289], [-3.527, 8.096, 4.960], [-2.642, 5.609, 2.936], [-2.059, 5.264, 4.133], [-2.862, 4.216, 4.789], [-2.494, 2.790, 4.260], [-0.960, 2.442, 4.455], [-3.378, 1.627, 4.856], [-3.564, 0.535, 3.716], [-3.651, -0.950, 4.243], [-4.817, 0.943, 2.825], [-2.194, 4.955, 1.717], [-2.753, 5.216, 0.482], [-2.255, 4.458, -0.705], [-0.712, 4.162, -0.643], [-0.368, 2.714, -0.038], [0.906, 2.924, 0.893], [1.726, 1.618, 1.208], [2.550, 1.932, 2.418], [4.413, 7.524, 4.886], [4.246, 5.668, 4.886], [3.581, 6.647, 6.292], [3.218, 6.579, 2.612], [3.116, 8.300, 3.196], [0.641, 8.368, 2.913], [0.602, 6.538, 2.885], [2.504, 7.522, 0.764], [1.132, 6.366, 0.683], [1.120, 9.474, 0.322], [0.629, 8.223, -0.875], [-1.355, 7.694, 1.103], [-0.927, 9.396, 1.525], [-1.207, 9.889, -1.070], [-2.698, 9.817, -0.050], [-2.099, 8.324, -2.466], [-1.855, 7.067, -1.205], [-4.359, 8.622, -0.627], [-4.418, 8.135, -2.409], [-5.596, 6.474, -0.743], [-4.329, 5.695, -1.768], [-5.144, 7.573, 1.441], [-3.108, 8.810, 4.438], [-2.646, 4.274, 5.889], [-3.941, 4.484, 4.591], [-2.672, 2.798, 3.148], [-0.717, 1.454, 3.974], [-0.688, 2.332, 5.540], [-0.338, 3.280, 4.047], [-4.393, 1.973, 5.203], [-2.906, 1.112, 5.732], [-2.651, 0.621, 3.057], [-3.785, -1.054, 5.347], [-4.524, -1.447, 3.738], [-2.731, -1.500, 3.925], [-4.538, 1.807, 2.164], [-5.143, 0.107, 2.153], [-5.690, 1.245, 3.465], [-1.369, 4.213, 1.858], [-2.804, 3.484, -0.821], [-2.436, 5.030, -1.654], [-0.323, 4.140, -1.701], [-0.126, 4.951, -0.092], [-1.241, 2.464, 0.634], [-0.233, 1.940, -0.829], [0.630, 3.441, 1.860], [1.573, 3.642, 0.327], [1.109, 0.699, 1.370], [2.419, 1.407, 0.338], [2.865, 2.894, 2.246], [3.349, 1.299, 2.486], [5.048, 0.690, -2.984], [4.992, 1.854, -2.037], [3.922, 2.639, -2.550], [3.120, 1.800, -3.262], [2.046, 2.097, -3.682], [3.699, 0.584, -3.427], [5.373, -0.230, -2.501], [5.691, 0.883, -3.847], [4.748, 1.551, -1.015], [5.921, 2.423, -2.024], [2.974, -2.278, 4.354], [4.172, -3.093, 3.960], [4.864, -2.226, 3.062], [4.489, -0.957, 3.359], [5.007, 0.022, 2.907], [3.452, -0.939, 4.234], [2.644, -2.484, 5.371], [2.130, -2.415, 3.673], [4.823, -3.317, 4.808], [3.900, -4.026, 3.469], [-6.870, -4.544, 1.826], [-5.688, -3.960, 1.111], [-4.865, -3.486, 2.183], [-5.199, -4.207, 3.291], [-4.593, -4.185, 4.319], [-6.312, -4.956, 3.072], [-7.302, -5.388, 1.296], [-7.654, -3.805, 2.017], [-5.132, -4.704, 0.542], [-5.967, -3.142, 0.445], [5.268, -6.421, 0.995], [4.809, -7.833, 0.766], [4.878, -8.403, 2.071], [4.788, -7.383, 2.965], [4.646, -7.526, 4.138], [4.880, -6.173, 2.344], [4.792, -5.712, 0.318], [6.352, -6.314, 0.915], [3.777, -7.886, 0.410], [5.451, -8.373, 0.070], [9.984, -5.416, -1.742], [9.000, -5.343, -0.608], [7.886, -6.082, -1.109], [8.361, -6.929, -2.061], [7.722, -7.803, -2.561], [9.651, -6.652, -2.369], [11.018, -5.420, -1.399], [9.853, -4.607, -2.465], [9.368, -5.828, 0.299], [8.712, -4.319, -0.369], [8.713, -8.313, -5.463], [7.690, -8.178, -6.556], [8.031, -6.929, -7.154], [9.344, -6.694, -6.883], [9.985, -5.819, -7.375], [9.828, -7.586, -5.980], [8.982, -9.351, -5.269], [8.391, -7.850, -4.528], [7.774, -8.965, -7.310], [6.670, -8.161, -6.174], [-8.257, -8.270, -1.203], [-7.064, -9.039, -1.674], [-6.016, -8.073, -1.603], [-6.392, -7.139, -0.693], [-5.672, -6.280, -0.272], [-7.686, -7.300, -0.322], [-8.976, -8.897, -0.677], [-8.766, -7.754, -2.015], [-6.815, -9.877, -1.017], [-7.186, -9.410, -2.689], [-6.644, -7.452, -5.609], [-7.686, -7.306, -6.683], [-8.811, -7.984, -6.130], [-8.666, -7.979, -4.782], [-9.515, -8.317, -4.014], [-7.427, -7.535, -4.419], [-5.964, -6.603, -5.568], [-6.060, -8.370, -5.712], [-7.957, -6.263, -6.865], [-7.382, -7.761, -7.625], [1.924, 0.306, -7.103], [0.951, 0.383, -5.960], [-0.171, -0.350, -6.449], [0.288, -1.201, -7.407], [-0.359, -2.070, -7.899], [1.582, -0.928, -7.728], [2.961, 0.299, -6.769], [1.789, 1.116, -7.824], [1.326, -0.104, -5.058], [0.671, 1.406, -5.719]], "forces_ev_per_a": [[-0.29, -0.06, -0.12], [0.63, 0.82, -0.21], [-0.90, -0.10, -0.47], [0.92, -0.99, -0.60], [-0.47, 0.13, 0.62], [0.27, -0.86, -0.14], [-0.35, 0.93, -0.06], [0.90, -0.30, 0.03], [-0.06, 1.14, -0.73], [-0.24, -0.79, 0.22], [0.63, 0.04, 1.07], [-1.27, 0.55, 0.71], [1.92, -1.74, 0.64], [1.06, -0.34, -1.90], [-0.37, 0.24, 0.25], [0.30, -0.34, -0.14], [-0.15, -0.43, -1.73], [-0.51, 0.30, -1.47], [-0.90, -0.02, -1.16], [-0.21, -0.79, 0.55], [0.43, -0.18, 0.13], [-0.41, 0.31, 0.26], [-0.18, -0.43, -0.54], [-0.37, 0.36, -0.01], [-0.38, 0.17, -0.69], [0.42, -0.15, 0.06], [-0.65, 0.92, 1.81], [-0.75, 0.85, 1.32], [0.97, -0.42, -1.34], [0.22, -1.12, -0.51], [-0.10, 1.71, 1.45], [-0.05, -0.67, -0.97], [0.71, 0.65, 0.06], [-0.75, 0.07, -1.00], [-0.41, -0.94, 0.50], [-0.14, 0.95, 0.31], [0.32, 0.00, -0.96], [-0.40, 0.56, 0.35], [-0.17, -0.81, 0.35], [0.62, -0.69, -0.13], [0.38, 1.02, -0.15], [-1.05, 0.02, 0.17], [0.22, 1.02, 0.03], [-0.64, -0.68, -0.09], [-0.17, 0.33, 0.92], [0.58, 0.60, -0.35], [-0.05, -0.82, -0.68], [-0.81, -0.58, 0.55], [0.75, -0.77, -0.40], [-0.22, -0.51, 0.99], [-0.54, 0.85, -0.05], [0.19, -0.49, -0.96], [0.47, 0.06, 1.05], [1.07, 0.15, -0.40], [-0.06, 0.70, 0.69], [0.88, -0.78, 0.00], [0.19, -0.49, 0.41], [-0.17, 0.21, -1.05], [0.94, -0.55, 0.39], [-0.03, -0.01, 0.90], [-0.17, 1.13, 0.26], [-0.41, 0.20, -0.91], [-0.30, -0.93, 0.21], [0.94, -0.19, -0.37], [-0.10, 0.78, -0.66], [-0.89, -0.22, 0.59], [0.15, 0.22, -0.87], [0.94, 0.30, 0.63], [-0.80, 0.30, 0.45], [-0.37, -0.58, 0.58], [0.36, 0.69, 0.62], [0.78, -0.32, -0.56], [-0.89, 0.79, -0.62], [0.30, 0.97, 0.42], [-0.06, -0.28, 1.31], [-0.45, 0.33, 1.01], [-0.85, -0.64, -0.55], [0.84, -0.36, -0.77], [-0.07, 0.65, 0.66], [0.15, -0.64, -0.91], [-0.41, -0.76, 0.69], [0.24, 0.88, -0.02], [-0.92, 0.10, 0.48], [0.36, -0.63, 0.45], [-0.10, 0.47, 0.07], [0.59, -0.41, -0.09], [0.59, 0.15, 0.61], [-0.41, -0.42, -0.42], [-0.02, 0.17, 0.08], [0.02, 0.03, 0.06], [-0.32, 0.44, 0.03], [-0.20, -0.02, -0.09], [-0.06, 0.02, 0.01], [0.00, -0.01, -0.04], [-0.17, 0.14, -0.03], [-0.52, -0.23, 0.27], [0.03, -0.78, 0.19], [-0.19, 0.59, 0.05], [0.16, 0.08, 0.02], [-0.20, -0.24, -0.01], [0.44, 0.04, -0.37], [0.05, 0.22, -0.03], [0.05, 0.03, 0.00], [-0.01, 0.04, -0.05], [0.19, 0.10, -0.11], [-0.60, -0.10, -0.23], [0.36, 0.27, -0.71], [-0.27, -0.16, 0.63], [0.22, -0.05, 0.32], [-0.19, 0.04, -0.40], [0.45, 0.31, 0.10], [0.09, -0.04, 0.20], [0.06, 0.01, 0.06], [-0.13, 0.46, 0.39], [0.11, 0.12, 0.19], [0.24, 0.45, -0.44], [-0.06, -0.34, -0.56], [0.02, 0.49, 0.24], [-0.07, -0.29, 0.50], [0.03, 0.14, -0.29], [-0.12, -0.35, 0.11], [-0.01, 0.06, 0.18], [-0.06, -0.05, 0.01], [0.03, 0.02, 0.05], [-0.01, -0.09, 0.18], [0.54, 0.41, -0.10], [0.08, 0.39, 0.54], [0.15, -0.22, -0.33], [-0.05, -0.31, -0.16], [-0.02, 0.28, 0.40], [-0.54, -0.10, 0.18], [-0.04, -0.19, -0.13], [-0.03, -0.06, 0.01], [-0.01, -0.02, -0.06], [-0.18, -0.12, -0.05], [-0.06, -0.27, 0.56], [-0.45, -0.38, -0.12], [0.38, 0.06, 0.16], [0.31, 0.26, -0.17], [-0.19, -0.17, 0.15], [-0.21, 0.25, -0.42], [0.18, 0.12, -0.03], [0.07, -0.16, -0.30], [0.02, 0.05, 0.00], [0.04, 0.18, -0.10], [-0.91, -0.10, -0.08], [0.07, -0.72, -0.27], [-0.12, 0.50, 0.45], [0.13, -0.07, -0.08], [-0.35, -0.98, -0.61], [0.79, 0.12, -0.03], [0.06, 0.18, 0.14], [0.06, -0.04, 0.09], [0.03, 0.08, 0.02], [0.16, 0.15, 0.02], [0.69, 0.09, -0.08], [0.11, 0.23, -0.61], [0.14, -0.02, 0.54], [-0.40, -0.07, 0.07], [0.41, 0.10, -0.31], [-0.63, -0.17, -0.18], [-0.09, -0.04, 0.21], [-0.06, 0.01, 0.01], [-0.01, -0.04, 0.05], [-0.20, -0.09, 0.07], [0.46, 0.32, -0.12], [-0.03, 0.36, 0.49], [0.23, -0.21, -0.39], [-0.28, -0.37, -0.21], [0.17, 0.22, 0.13], [-0.38, -0.03, 0.20], [-0.04, -0.18, -0.11], [-0.03, -0.04, 0.02], [-0.01, 0.03, -0.05], [-0.15, -0.15, 0.01]], "max_force_ev_per_a": 2.67, "homo_lumo_gap_ev": 7.121, "homo_ev": -11.0622, "lumo_energy_ha": -0.1448, "total_charge": 1}